Entry from the OMol25 dataset: a structure of composition C41H60BCsN7O2PSe2Si3 at a distorted geometry (ωB97M-V/def2-TZVPD).

- Total energy: -222860.929 eV
- Frontier orbital gap (spin up / spin down): 4.18 / 4.18 eV
- Energy relative to the best compared isomer or geometry (same formula, charge and spin): 0.0 kcal per mole
- 2S+1: 1
- Charge: -2

Geometry as XYZ:
```
118
Properties=species:S:1:pos:R:3:forces:R:3
Cs -0.22715 0.63449 0.50992 -0.1435 -1.0426 -0.5941
C 1.78233 -1.68533 3.26504 0.1155 0.0215 -0.1449
C 2.61151 -0.45639 3.07091 0.3545 0.1916 0.0525
C 3.85177 -0.14779 3.66762 -0.0372 -0.0918 -0.0024
C 4.18627 1.09617 3.17020 -0.0760 -0.0435 0.0299
C 5.39620 1.92418 3.46508 -0.0612 0.0231 -0.0995
N 3.19292 1.47882 2.33744 0.1474 0.1170 0.0627
N 2.23384 0.52912 2.27096 0.0722 -0.2303 0.2964
B 3.11299 2.79698 1.52072 -0.2284 -0.2737 -0.1542
N 1.79961 3.55068 1.85157 0.1356 0.1890 0.1295
N 0.60016 2.93476 1.79770 0.0699 0.4877 0.3428
C -0.31034 3.80818 2.19173 0.1223 0.3393 0.1314
C -1.76707 3.45858 2.25281 0.1504 0.0466 -0.1431
C 0.30729 5.03577 2.50639 -0.0461 -0.0809 0.0095
C 1.65385 4.82526 2.27661 -0.1139 0.0152 0.0163
C 2.78510 5.78876 2.44241 -0.0017 -0.0833 -0.0308
N 3.21754 2.47263 0.01146 0.2264 0.1483 0.0371
N 2.45622 1.51280 -0.56257 0.0105 -0.0779 -0.1673
C 2.81884 1.43494 -1.83395 0.1578 0.1898 -0.0094
C 2.16194 0.48621 -2.78553 -0.0778 0.1984 0.0678
C 3.84438 2.36728 -2.09781 -0.0088 -0.0489 -0.0191
C 4.06816 3.00514 -0.89529 -0.0357 -0.0493 -0.0622
C 5.04852 4.09196 -0.58686 -0.0805 -0.0427 0.0724
H 2.22353 -2.31982 4.03451 -0.0229 -0.0158 -0.0111
H 1.70936 -2.26843 2.34558 0.0232 -0.0462 -0.0402
H 0.77512 -1.42473 3.57162 -0.0939 0.0002 0.0586
H 4.42379 -0.74973 4.35832 -0.0224 0.0345 -0.0148
H 6.02249 1.40486 4.19028 0.0027 -0.0088 -0.0001
H 5.12247 2.89822 3.87476 0.0270 -0.0130 0.0029
H 5.98544 2.10373 2.56280 0.0020 0.0080 0.0373
H 4.04106 3.49583 1.82463 -0.0226 0.0169 0.0050
H -1.90588 2.42857 2.58933 -0.0527 0.0621 -0.0024
H -2.23161 3.55643 1.26851 -0.0446 -0.0637 0.0278
H -2.28998 4.12183 2.94248 0.0013 -0.0205 0.0196
H -0.16673 5.94382 2.84608 0.0429 -0.0054 -0.0086
H 2.39570 6.73902 2.80664 0.0006 0.0095 0.0014
H 3.29774 5.96891 1.49577 0.0082 0.0084 0.0233
H 3.52763 5.42114 3.15299 0.0008 0.0135 -0.0105
H 1.72114 -0.35614 -2.25425 0.0009 -0.0729 -0.0462
H 2.88946 0.10196 -3.50270 -0.0280 -0.0481 0.0026
H 1.37094 0.99179 -3.34636 0.0066 -0.0302 -0.0069
H 4.34588 2.55098 -3.03586 -0.0086 0.0006 0.0306
H 5.60976 4.33666 -1.48830 -0.0017 0.0023 -0.0042
H 5.75370 3.79087 0.19098 -0.0071 0.0242 -0.0145
H 4.54406 4.99650 -0.24021 0.0392 -0.0087 -0.0106
C -4.03543 -1.98305 -3.20906 -0.0286 0.0564 0.1816
Si -2.28158 -2.54117 -3.65085 0.1857 -0.3384 0.0445
C -1.42845 -0.99865 -4.33159 -0.0446 0.0659 -0.0960
C -2.54212 -3.73795 -5.12012 -0.0562 0.1390 -0.1788
C -1.37062 -3.38985 -2.32854 0.1090 0.3499 0.2099
Si -2.17909 -3.82201 -0.77988 -0.0030 -0.1491 -0.4684
C -3.49038 -5.19094 -1.01934 -0.1511 0.0141 0.2717
C -3.08324 -2.40548 0.09373 -0.1568 -0.0694 0.1337
C -1.00677 -4.54220 0.53132 0.0048 0.0805 0.0943
Si 0.21824 -4.13001 -2.68027 -0.4079 -0.1100 -0.0608
C 0.09734 -6.03112 -2.81677 0.2746 -0.0822 0.0237
C 1.08475 -3.55340 -4.26314 0.0079 0.0391 -0.0674
C 1.62688 -3.84602 -1.40240 0.1087 0.1301 -0.0430
C 2.35104 -4.86354 -0.77601 0.0297 -0.0185 -0.0014
C 3.43027 -4.55340 0.03788 -0.0276 -0.0462 -0.0224
C 3.78405 -3.22504 0.20408 0.0115 0.0619 0.0581
C 3.02429 -2.26226 -0.44781 -0.1976 -0.0395 -0.0395
N 1.97646 -2.55516 -1.21892 0.1167 -0.0347 0.1164
H -4.61191 -1.73646 -4.10783 0.0868 -0.0383 -0.0184
H -4.00759 -1.07992 -2.58954 -0.0385 -0.0527 -0.0510
H -4.58103 -2.75700 -2.65686 0.0042 0.0734 -0.0573
H -1.92838 -0.61240 -5.22933 0.0179 -0.0328 0.0542
H -0.38181 -1.19516 -4.57908 -0.0532 0.0334 0.0044
H -1.45502 -0.20597 -3.57535 0.0191 -0.0424 -0.0155
H -3.03394 -3.26151 -5.98030 0.0541 -0.0334 0.0721
H -3.16908 -4.57468 -4.79252 0.0361 0.0302 0.0154
H -1.58868 -4.15504 -5.46074 -0.1084 -0.0062 -0.0044
H -4.28548 -4.83938 -1.68602 0.0483 -0.0405 0.0236
H -3.95543 -5.49350 -0.06883 0.0174 0.0125 -0.1088
H -3.04043 -6.07646 -1.47851 0.0281 0.0452 -0.0042
H -3.40404 -1.62598 -0.59774 0.0407 -0.0118 0.0281
H -2.42535 -1.94765 0.83772 0.0475 0.0693 0.0429
H -3.97283 -2.76711 0.62543 0.0725 0.0361 0.0110
H -0.55296 -5.48258 0.20326 0.0042 0.0502 0.0480
H -1.55018 -4.73570 1.46487 0.0042 -0.0093 -0.0704
H -0.19697 -3.83888 0.75495 -0.0274 -0.0669 -0.0031
H -0.66858 -6.28025 -3.55697 0.0140 0.0477 0.0194
H -0.22654 -6.45438 -1.85839 -0.0014 -0.0168 -0.0918
H 1.03460 -6.52436 -3.11266 -0.0840 0.0328 0.0466
H 0.42208 -3.59580 -5.13246 0.0839 0.0193 0.0591
H 1.96742 -4.16727 -4.47528 -0.0428 0.0041 0.0512
H 1.41574 -2.51886 -4.13930 0.0082 -0.0319 -0.0086
H 2.06498 -5.89746 -0.93466 -0.0092 0.0395 0.0186
H 3.99249 -5.33828 0.53293 -0.0062 -0.0038 0.0010
H 4.61656 -2.93056 0.83226 -0.0259 0.0068 -0.0197
H 3.25500 -1.20499 -0.34108 -0.0025 0.0190 0.0368
Se -1.81140 4.15294 -3.05952 0.0369 -0.0350 0.0508
P -3.47801 3.05694 -2.29552 -0.1030 0.0438 -0.1731
Se -3.20042 1.42802 -0.93143 -0.3094 0.0844 -0.0171
C -4.46632 2.34432 -3.67414 0.0226 -0.0604 0.0444
C -3.91427 2.17951 -4.93620 -0.0099 0.0070 -0.0387
C -4.62562 1.51382 -5.92934 -0.0244 -0.0031 0.0306
C -5.89308 1.01795 -5.66494 -0.0008 0.0156 0.0057
C -6.45217 1.18712 -4.40269 -0.0047 0.0387 0.0647
C -5.74027 1.84088 -3.40988 0.0374 0.0362 -0.0812
C -4.67442 4.26721 -1.58257 0.0502 -0.0229 0.0488
C -5.24052 4.08075 -0.32855 -0.0537 0.0378 0.0256
C -6.10825 5.03258 0.20058 0.0195 -0.0170 -0.0272
C -6.41971 6.17132 -0.52593 0.0035 -0.0009 -0.0050
C -5.85866 6.35980 -1.78524 0.0187 -0.0524 -0.0178
C -4.98689 5.41653 -2.30731 -0.0656 0.0405 0.0201
H -2.91943 2.56705 -5.12506 -0.0200 -0.0180 0.0100
H -4.18028 1.36931 -6.90679 0.0067 0.0097 0.0173
H -6.44491 0.48952 -6.43390 0.0204 0.0008 0.0028
H -7.43709 0.78965 -4.18560 0.0176 0.0045 -0.0116
H -6.15626 1.94696 -2.41436 -0.0137 -0.0379 -0.0138
H -4.98924 3.18682 0.23196 0.0190 0.0141 -0.0329
H -6.53388 4.87994 1.18611 -0.0008 0.0087 -0.0219
H -7.09158 6.91671 -0.11482 0.0087 -0.0199 0.0031
H -6.09228 7.25196 -2.35514 0.0028 -0.0146 0.0017
H -4.52039 5.57449 -3.27281 0.0098 -0.0102 0.0198
O -1.45310 -1.22279 4.14922 0.5372 0.8273 0.0532
O -2.21554 -2.12850 4.09322 -0.6707 -0.8074 -0.0537
```
Forces are in eV/Å.